P:
DFT (ωB97M-V/def2-TZVPD) results for an isolated molecule of C21H27N3O3S.

Orbital gap (eV): 9.5157
SMILES: CCc1ccc(N(CC(=O)NC(C)(C)C)C(=O)CNC(=O)c2cccs2)cc1

Structure (XYZ):
```
55
C21H27N3O3S, DFT ωB97M-V/def2-TZVPD
C -3.7814 -4.4533 -0.1593
C -2.9584 -4.3646 1.1278
C -1.9475 -3.2608 1.0235
C -2.2638 -1.9682 1.4220
C -1.3473 -0.9420 1.2962
C -0.0933 -1.1876 0.7477
N 0.8713 -0.1506 0.6681
C 2.1658 -0.4171 1.2792
C 2.0127 -1.1487 2.6150
O 2.6504 -2.1466 2.8724
N 1.1160 -0.5684 3.4320
C 0.6758 -1.0981 4.7239
C 1.8642 -1.1279 5.6876
C -0.4147 -0.1647 5.2459
C 0.1145 -2.5083 4.5244
C 0.6887 1.0249 0.0235
O 1.5208 1.9138 0.0400
C -0.6075 1.1904 -0.7666
N -0.3695 2.1102 -1.8492
C -0.6228 1.7586 -3.1345
O -1.2226 0.7406 -3.4325
C -0.1693 2.7169 -4.1519
C -0.3423 2.5765 -5.5021
C 0.1971 3.6452 -6.2419
C 0.7733 4.5874 -5.4487
S 0.6725 4.1893 -3.7842
C 0.2334 -2.4778 0.3498
C -0.6883 -3.4977 0.4871
H -4.5169 -5.2506 -0.0851
H -4.3013 -3.5157 -0.3421
H -3.1338 -4.6548 -1.0093
H -3.6268 -4.1777 1.9706
H -2.4509 -5.3158 1.2976
H -3.2348 -1.7642 1.8501
H -1.6016 0.0513 1.6357
H 2.6632 0.5468 1.4256
H 2.7927 -1.0294 0.6235
H 0.6695 0.2776 3.1160
H 2.6476 -1.7596 5.2793
H 1.5569 -1.5249 6.6509
H 2.2618 -0.1256 5.8308
H -1.2606 -0.1472 4.5614
H -0.7663 -0.5100 6.2141
H -0.0315 0.8471 5.3628
H -0.7135 -2.4911 3.8185
H 0.8899 -3.1593 4.1319
H -0.2355 -2.9085 5.4716
H -1.3886 1.5917 -0.1091
H -0.9507 0.2446 -1.1935
H 0.2848 2.8529 -1.6383
H -0.8424 1.7259 -5.9280
H 0.1594 3.7118 -7.3142
H 1.2567 5.4989 -5.7404
H 1.2065 -2.6845 -0.0659
H -0.4224 -4.4967 0.1750
```

=====

Q:
DFT (ωB97M-V/def2-TZVPD) results for C21H27N3O3S as an isolated structure.

Orbital gap (eV): 7.7548

Structure (XYZ):
```
55
C21H27N3O3S, DFT ωB97M-V/def2-TZVPD
C 4.5808 -2.5679 -0.3632
H 5.3904 -2.1302 -0.9232
C 3.1954 -2.3288 -1.3066
H 2.4472 -2.7450 -0.8760
C 3.2027 -0.8871 -1.8812
C 2.8746 -0.0831 -0.4254
O 2.5379 1.2623 -0.6723
C 0.9873 1.3309 -1.2043
C 0.6152 2.6479 -1.2883
C -0.6662 3.1124 -1.5554
C -1.7166 1.9377 -1.5639
C -1.2463 0.5785 -1.6800
C 0.1733 0.4619 -1.5706
H 0.3126 -0.6441 -1.2515
H -1.9504 -0.0930 -1.9667
C -2.9765 2.3740 -1.8068
N -3.3911 3.7993 -1.5059
C -3.2563 4.2648 -0.2036
N -3.0201 3.5652 0.8208
N -2.4152 2.2854 0.9613
C -1.6675 1.8336 1.6972
C -1.0700 0.4906 2.0195
C -0.0187 0.2755 2.6376
C 0.6818 -0.9516 2.6795
C -0.1957 -2.1641 1.6928
C -1.2762 -1.6966 1.1156
C -1.6393 -0.3934 1.0324
H -2.8305 -0.3256 0.6918
O -1.6186 -2.8302 0.5652
C -2.9549 -2.6160 -0.1013
H -3.3417 -3.7411 -0.4980
H -3.7707 -2.4368 0.4624
H -2.9900 -1.9655 -0.9310
O 0.6039 -3.2146 1.5993
C 1.7630 -3.5593 2.3433
H 2.3899 -3.0066 2.1643
H 1.4925 -3.4906 3.3145
H 1.9803 -4.5143 2.3833
H 1.5177 -1.1424 3.0786
H 0.5409 0.9933 3.2332
H -1.2453 2.7748 2.6138
H -2.5149 4.1150 1.8764
S -3.6528 5.7839 -0.0053
H -3.6950 4.3643 -2.2012
H -3.3499 2.1527 -2.9758
H -3.7239 1.7508 -1.4248
H -0.9124 4.2378 -1.6111
H 1.4109 3.6976 -1.1277
H 1.8648 -0.6833 0.1179
H 3.6840 -0.0591 0.3109
H 2.3003 -0.8564 -2.4206
H 4.0023 -0.5291 -2.1050
H 3.3034 -2.8745 -2.3181
H 4.5172 -2.0234 0.5642
H 4.7366 -3.5368 -0.2110
```

=====

Which of them is most stable, and which least? Most stable: P; least stable: Q.